No. 1
4
Properties=species:S:1:pos:R:3:lowdin_charge:R:1 method="wB97M-V/def2-TZVPD" homo_energy_ev=-12.2 lumo_ev=-7.36
In 0.415 -0.060 0.677 1.42
F 1.412 0.293 -2.071 -0.46
F -1.014 2.309 1.658 -0.49
F -0.813 -2.542 -0.264 -0.47

***

No. 2
91
Properties=species:S:1:pos:R:3:lowdin_charge:R:1 method="wB97M-V/def2-TZVPD" homo_energy_ev=-10.9 lumo_ev=-0.61
C -0.001 2.531 -3.738 0.04
N 0.600 3.398 -2.685 -0.43
O 1.682 3.884 -2.901 0.09
O -0.018 3.515 -1.640 0.03
H 0.102 1.491 -3.450 0.08
H 0.490 2.741 -4.678 0.09
H -1.052 2.817 -3.761 0.09
C -5.423 -0.685 0.405 0.07
N -4.211 -1.537 0.300 -0.43
O -4.323 -2.703 0.619 0.07
O -3.166 -1.026 -0.052 0.04
H -5.511 -0.423 1.460 0.11
H -6.283 -1.283 0.131 0.10
H -5.285 0.205 -0.191 0.07
C 2.721 1.357 4.289 0.05
N 1.294 0.967 4.200 -0.42
O 0.633 1.458 3.293 0.02
O 0.873 0.178 5.006 0.10
H 3.327 0.459 4.211 0.10
H 2.879 1.819 5.260 0.11
H 2.963 2.031 3.479 0.07
C 4.519 -1.413 0.531 0.06
N 4.359 0.068 0.473 -0.43
O 4.279 0.681 1.528 0.04
O 4.326 0.557 -0.624 0.08
H 4.592 -1.737 1.560 0.09
H 5.430 -1.653 -0.009 0.10
H 3.648 -1.828 0.030 0.07
C -2.224 -1.508 3.262 0.05
N -2.433 -1.119 4.683 -0.45
O -3.352 -0.356 4.903 0.05
O -1.663 -1.546 5.513 0.07
H -3.201 -1.654 2.820 0.08
H -1.603 -2.395 3.245 0.10
H -1.699 -0.677 2.797 0.09
C -1.201 -2.061 -2.903 0.04
N -1.558 -3.080 -3.947 -0.45
O -2.644 -3.612 -3.884 0.07
O -0.720 -3.292 -4.797 0.06
H -1.739 -2.310 -2.000 0.07
H -1.465 -1.105 -3.345 0.10
H -0.124 -2.171 -2.834 0.07
C -1.509 4.139 3.542 0.05
N -1.516 4.027 2.054 -0.43
O -1.876 2.961 1.593 0.05
O -1.258 5.014 1.404 0.08
H -1.467 5.186 3.819 0.10
H -0.732 3.506 3.951 0.08
H -2.488 3.772 3.843 0.10
C -3.170 2.687 -1.286 0.03
N -4.472 2.888 -1.966 -0.44
O -4.445 3.396 -3.059 0.08
O -5.483 2.529 -1.383 0.05
H -2.786 3.638 -0.932 0.09
H -2.515 2.288 -2.057 0.07
H -3.247 1.989 -0.462 0.07
C 0.245 0.651 0.253 0.08
N 0.442 -0.804 0.001 -0.40
O -0.253 -1.586 0.616 0.05
O 1.261 -1.127 -0.835 0.03
H -0.053 0.721 1.289 0.06
H -0.537 0.952 -0.441 0.10
H 1.169 1.168 0.014 0.09
C 2.088 -4.119 -1.377 0.03
N 2.465 -5.513 -1.041 -0.45
O 3.638 -5.807 -1.114 0.06
O 1.566 -6.277 -0.762 0.07
H 1.530 -3.690 -0.548 0.08
H 1.447 -4.122 -2.251 0.10
H 2.998 -3.548 -1.518 0.08
C -1.760 -4.636 0.759 0.04
N -2.011 -5.219 -0.590 -0.42
O -2.946 -5.987 -0.701 0.08
O -1.206 -4.963 -1.458 0.04
H -1.751 -3.554 0.688 0.05
H -0.786 -5.019 1.057 0.10
H -2.536 -5.018 1.410 0.09
C 4.144 -0.611 -4.240 0.05
N 3.039 0.348 -4.038 -0.43
O 2.452 0.312 -2.976 0.04
O 2.738 1.049 -4.978 0.08
H 5.075 -0.114 -3.961 0.11
H 4.165 -0.914 -5.279 0.10
H 4.047 -1.457 -3.568 0.09
C 2.349 4.722 1.988 0.05
N 2.972 4.335 0.693 -0.43
O 2.704 3.239 0.257 0.05
O 3.763 5.113 0.208 0.08
H 1.390 4.227 2.060 0.07
H 2.244 5.803 2.001 0.10
H 3.052 4.440 2.766 0.09

***

It is found that the relative energy (zero: lowest compared OMol25 entry of this formula, charge and spin) values, taken in the order of the records, are 0.558; 0.238 eV.
It is found that the gap between HOMO and LUMO values, taken in the order of the records, are 4.86; 10.34 eV.
It is found that the energy values, taken in the order of the records, are -489.39052; -3185.56704 Ha.